ORCA calculation (ωB97M-V/def2-TZVPD) on a cluster of 15 separate species, C66H175N13O20 in total.

Geometry as XYZ:
```
274
Properties=species:S:1:pos:R:3:lowdin_charge:R:1
O 0.912 -3.192 1.678 -0.207
O -6.985 -0.670 2.385 -0.079
O 5.020 3.911 2.026 -0.194
O 0.747 3.937 2.099 -0.136
O 1.287 3.710 -3.227 -0.207
O 5.190 -0.846 3.707 -0.161
O -1.198 -5.839 -9.478 -0.211
O -5.055 -1.912 0.427 -0.211
O -1.238 1.906 -9.195 -0.162
O -2.250 0.839 2.682 -0.201
O 5.334 1.863 -5.277 -0.159
O -1.382 -4.209 6.839 -0.179
O -2.596 3.652 -1.068 -0.175
O 0.304 0.293 -1.477 -0.201
O -3.083 -4.524 -6.543 -0.209
O 2.474 0.686 6.463 -0.189
O 7.246 2.489 6.329 -0.207
O 0.801 -1.187 -6.431 -0.241
O -6.200 4.876 7.391 -0.189
O 2.502 -4.795 -1.628 -0.171
N -0.493 -5.430 3.478 -0.060
N 0.289 1.218 1.473 -0.035
N -1.057 1.455 6.807 0.041
N 0.408 -3.777 -4.511 0.072
N -3.897 3.596 6.405 0.050
N -0.333 -3.708 -7.549 -0.039
N -4.033 -1.951 -5.536 0.048
N 3.483 1.900 -2.206 0.074
N 2.255 4.234 -0.355 -0.052
N -1.722 0.471 -5.787 0.071
N 7.767 0.707 4.376 -0.062
N -2.162 5.366 1.452 0.053
N -6.067 -4.559 0.136 0.041
C 4.522 1.261 -4.295 -0.217
C -3.892 5.056 6.551 -0.436
C -2.105 2.694 -1.971 -0.103
C 4.977 1.468 -6.564 -0.136
C 1.945 -6.022 -1.288 -0.149
C 0.447 -4.821 -8.058 -0.208
C -2.475 1.732 -9.854 -0.105
C 8.587 2.075 6.189 -0.242
C -4.665 -5.327 1.953 -0.060
C 2.755 -4.479 -4.701 -0.044
C -3.137 -4.259 -5.150 -0.218
C 1.408 0.825 0.605 -0.165
C 1.180 0.609 7.026 -0.218
C 0.161 0.313 2.605 -0.174
C -4.392 5.023 0.654 -0.061
C 3.876 3.399 1.338 -0.205
C -7.055 -1.918 4.464 -0.090
C -3.150 4.302 1.177 -0.396
C 3.470 4.524 0.405 -0.200
C -1.431 -6.774 -10.532 -0.081
C 5.848 1.161 -2.122 -0.052
C 1.081 -1.704 -7.698 -0.240
C -0.968 -5.429 4.844 -0.199
C 5.310 3.279 3.246 -0.103
C -2.104 2.761 -6.546 -0.053
C -3.078 -5.918 -6.808 -0.101
C -2.124 1.274 -6.946 -0.401
C -6.111 5.311 8.743 -0.092
C -1.594 -2.973 7.468 -0.112
C 1.056 -0.238 -0.420 -0.220
C 0.683 3.100 7.263 -0.045
C -0.094 -2.455 -8.296 -0.172
C 8.674 0.737 5.483 -0.220
C 0.961 4.834 -2.426 -0.200
C 0.125 -0.555 -2.587 -0.089
C 2.086 5.142 -1.462 -0.213
C 0.095 -5.290 -9.471 -0.240
C 3.979 -0.518 3.080 -0.136
C 1.700 -0.192 -5.935 -0.082
C -2.960 -2.755 -4.932 -0.438
C -5.327 5.592 6.557 -0.227
C 0.812 5.525 3.897 -0.059
C 0.551 3.589 -4.413 -0.116
C 3.215 -0.490 6.670 -0.113
C -4.301 -3.027 0.854 -0.215
C 7.588 -0.529 3.656 -0.203
C 0.455 4.115 3.473 -0.332
C 0.355 1.784 6.540 -0.426
C -0.704 -4.140 5.614 -0.240
C -5.270 -4.103 1.287 -0.442
C -4.220 -0.881 -0.091 -0.070
C 7.141 3.810 6.844 -0.097
C -6.292 -0.916 3.598 -0.327
C 1.508 -4.515 -3.850 -0.411
C -2.560 3.232 0.268 -0.206
C 1.660 -3.982 -2.430 -0.199
C 4.765 1.884 -2.918 -0.416
C -2.920 -2.516 -3.432 -0.074
C -1.101 1.096 -8.061 -0.226
C -3.026 5.661 5.458 -0.054
C -1.046 0.662 3.438 -0.195
C -0.118 -4.097 1.362 -0.206
C 6.283 -0.500 2.890 -0.241
C -3.298 1.341 3.437 -0.139
C -0.993 -4.414 2.581 -0.195
C 2.054 -3.811 2.246 -0.077
H -4.675 3.205 6.933 0.074
H -6.907 -5.028 0.450 0.071
H 4.338 4.762 -0.215 0.124
H -0.912 1.674 3.839 0.088
H -2.408 2.142 -10.863 0.087
H -2.493 -6.779 -10.744 0.086
H -0.925 -3.461 3.111 0.105
H -2.477 -3.047 8.101 0.086
H 0.736 -2.943 -4.997 0.050
H -1.016 -1.934 -8.032 0.109
H 9.140 2.845 5.625 0.119
H -2.027 -5.664 5.032 0.118
H 1.021 3.393 4.076 0.100
H -1.593 -2.103 6.805 0.075
H -0.394 -6.221 5.335 0.122
H 0.229 4.514 -4.899 0.094
H -0.991 -0.216 -5.937 0.034
H -3.975 -5.819 1.265 0.082
H 0.538 1.815 5.465 0.098
H -3.416 -1.273 -0.721 0.075
H -4.308 5.303 -0.393 0.073
H -4.939 -2.310 -5.236 0.078
H -2.712 1.779 -1.926 0.091
H -6.599 6.283 8.870 0.089
H 2.554 -0.741 -5.521 0.085
H -6.263 0.011 4.175 0.104
H 1.513 -4.577 -8.024 0.109
H -5.315 6.669 6.787 0.129
H 1.240 0.644 8.124 0.134
H 5.627 1.934 -7.308 0.087
H -0.006 4.559 -1.976 0.114
H -3.688 -3.469 0.055 0.130
H 0.760 5.567 4.988 0.064
H 1.999 -2.307 -7.795 0.125
H 0.408 2.972 8.310 0.077
H -4.042 -2.234 -6.518 0.072
H 6.944 1.267 4.522 0.087
H 1.176 0.352 -5.158 0.071
H 7.594 -1.372 4.371 0.121
H -2.695 6.673 5.692 0.084
H 0.089 -2.548 -9.368 0.114
H -2.847 -1.445 -3.227 0.065
H 0.852 -6.035 -9.755 0.124
H -2.011 -2.506 -5.411 0.116
H 2.532 -4.981 -5.646 0.066
H 5.099 0.384 -6.706 0.090
H 3.681 0.533 3.223 0.082
H 8.427 -0.784 2.997 0.117
H -6.370 -2.248 5.257 0.071
H 2.083 0.402 -6.769 0.075
H -3.236 2.364 0.362 0.121
H 1.770 3.220 7.196 0.080
H 1.154 3.041 -5.146 0.082
H 1.680 1.690 -0.009 0.099
H 0.114 6.274 3.526 0.074
H -1.568 2.997 0.661 0.108
H -6.599 4.559 9.357 0.089
H 3.296 5.447 0.983 0.124
H 0.744 5.790 -2.921 0.123
H 7.882 4.469 6.397 0.089
H -1.066 0.023 -8.298 0.097
H 0.500 -1.058 0.058 0.116
H 3.152 -0.982 3.628 0.074
H -2.513 0.019 -5.348 0.046
H -0.323 2.945 -4.264 0.058
H 3.451 1.361 -4.518 0.100
H 2.548 -4.380 1.446 0.087
H -3.665 0.613 4.174 0.087
H 0.372 -3.965 5.764 0.130
H -7.883 -1.492 5.031 0.069
H 8.465 -0.043 6.238 0.119
H -1.042 2.444 -1.892 0.075
H 3.641 2.260 -1.269 0.033
H -1.080 -7.751 -10.185 0.089
H 2.804 -3.068 2.520 0.068
H 5.550 2.229 3.058 0.056
H -1.218 1.396 7.807 0.071
H -3.414 5.266 7.513 0.127
H -5.278 4.381 0.748 0.075
H -3.552 5.688 4.501 0.076
H 2.015 -0.590 -0.829 0.123
H -0.429 -6.359 3.095 0.116
H 4.173 2.514 0.763 0.112
H 0.284 -4.988 0.869 0.102
H -4.801 -0.236 -0.749 0.096
H -6.582 -1.222 1.705 0.048
H 3.966 1.764 -6.873 0.077
H -0.803 -6.490 -11.380 0.084
H -3.219 2.365 -9.355 0.082
H -2.374 -4.796 -4.573 0.121
H 0.159 3.944 6.823 0.059
H 9.122 2.060 7.149 0.124
H 6.110 4.084 6.606 0.085
H 1.105 -0.854 -2.977 0.078
H 4.701 0.174 -4.241 0.126
H -3.653 -2.726 1.687 0.126
H 0.710 -0.319 6.681 0.116
H 0.925 -5.955 -0.884 0.075
H -1.726 2.156 6.498 0.038
H 0.357 -5.729 -7.448 0.115
H 0.141 -4.452 -10.177 0.113
H 2.873 2.606 -2.620 0.047
H -4.026 -5.078 2.804 0.059
H -2.484 2.854 -5.527 0.063
H 2.725 -1.333 6.169 0.085
H 3.019 5.116 -2.041 0.121
H -0.436 -1.444 -2.280 0.070
H 1.068 -5.502 -3.687 0.129
H 1.308 -0.845 -8.357 0.120
H -0.785 -3.561 0.680 0.116
H -0.100 1.287 -7.660 0.124
H -7.401 -2.795 3.920 0.063
H 3.148 3.172 2.122 0.105
H 3.505 -5.150 -4.251 0.081
H -2.009 -2.939 -2.999 0.058
H -2.055 -4.531 2.324 0.084
H 1.822 -4.415 3.121 0.079
H 6.416 -1.259 2.101 0.126
H 2.533 -6.556 -0.540 0.090
H 5.057 2.924 -3.125 0.136
H 9.710 0.587 5.165 0.121
H -6.000 -3.629 1.964 0.123
H -4.156 3.322 5.459 0.058
H -4.142 1.562 2.781 0.091
H -5.695 5.584 5.525 0.128
H -0.432 0.003 -3.338 0.074
H -4.100 -4.587 -4.727 0.130
H -5.065 5.442 9.033 0.082
H -5.272 -1.266 3.417 0.099
H 7.139 3.800 7.939 0.087
H -1.253 -0.073 4.220 0.123
H 6.182 0.448 2.352 0.111
H -1.326 -3.903 -7.487 0.080
H -3.686 -6.489 -6.100 0.089
H -4.604 5.873 1.298 0.068
H -1.545 5.141 2.218 0.022
H 3.291 -3.544 -4.853 0.079
H 6.099 3.832 3.749 0.088
H 1.868 -6.758 -2.102 0.083
H -2.269 3.105 -2.969 0.079
H -3.810 -0.318 0.752 0.078
H -0.560 1.112 0.921 0.106
H 6.558 0.607 -2.739 0.075
H -5.495 -5.940 2.295 0.079
H -1.093 3.165 -6.560 0.066
H -3.575 -6.011 -7.776 0.089
H -0.781 -2.757 8.184 0.085
H -0.605 3.865 3.642 0.091
H 0.178 -0.751 2.341 0.112
H 6.462 1.899 -1.603 0.073
H 4.448 3.315 3.931 0.092
H -1.041 -3.278 5.022 0.100
H 2.293 0.454 1.120 0.100
H 3.934 -0.800 2.026 0.087
H 1.521 4.213 0.345 0.076
H 2.052 6.209 -1.174 0.122
H 3.335 -0.716 7.740 0.090
H 2.136 -2.996 -2.436 0.119
H -6.394 -3.770 -0.412 0.067
H -3.756 -2.973 -2.899 0.080
H -2.121 5.054 5.387 0.060
H -2.808 0.694 -9.919 0.093
H 0.961 0.492 3.334 0.118
H 0.094 -4.317 -5.312 0.042
H -3.042 2.261 3.982 0.065
H 5.366 0.456 -1.443 0.073
H -3.393 3.879 2.154 0.113
H 4.240 -0.357 6.330 0.085
H -2.085 -6.365 -6.870 0.079
H -3.153 0.997 -7.195 0.134
H 1.847 5.681 3.594 0.079
H 0.697 -3.824 -1.930 0.114
H -1.569 5.601 0.666 0.074
H 0.510 3.025 1.817 0.042
H -2.783 3.344 -7.173 0.073
```

Computed properties:
HOMO energy ... -8.2 eV
Gap between HOMO and LUMO ... 8.7431 eV
LUMO ... 0.525 eV
Max |F| ... 0.046 hartree/bohr
Electronic energy ... -4835.8442 hartree